The following is a quantum chemistry calculation of C29H20Br2CoN2OS as an isolated structure, from OMol25.

```
56
Properties=species:S:1:pos:R:3:forces:R:3:lowdin_spin:R:1
Co -0.21328 -0.04714 -0.00369 -1.4 2.4 0.2 0.443
C 0.14776 -1.88974 0.77523 0.4 -0.4 0.5 0.045
C 1.23658 -1.86054 -0.18583 1.0 -1.1 0.1 -0.018
C 2.46268 -1.28145 -0.06566 -0.3 0.1 -0.1 0.196
C 2.72854 -0.17461 0.89479 0.0 -0.2 0.0 0.030
C 1.09620 -0.07408 2.25028 0.3 0.1 0.4 0.023
C 0.04878 -1.07910 1.88886 0.4 -0.7 0.1 0.107
H -0.57163 -2.68852 0.65295 -0.1 0.1 -0.1 0.001
H 1.13760 -2.57987 -0.98967 -0.1 0.1 -0.1 -0.003
H 3.23329 -1.52136 -0.78698 0.0 0.0 0.0 0.012
H 3.60868 0.40317 0.61943 0.0 0.0 0.0 0.002
H 0.73487 0.61007 3.01792 0.0 0.0 0.0 0.001
H -0.69108 -1.31591 2.64197 -0.2 0.1 -0.2 0.006
S -4.37119 -0.19044 -1.61887 0.2 0.0 0.1 0.001
C -4.60586 -0.10649 0.10234 0.3 0.0 0.0 0.000
C -5.79337 -0.04964 0.81869 -0.1 0.0 0.0 0.000
C -5.72180 0.06734 2.19397 -0.1 0.0 0.0 0.000
C -4.48699 0.14345 2.84203 0.1 0.0 0.0 0.000
C -3.30631 0.08229 2.12995 0.1 0.0 0.0 0.002
C -3.35848 -0.06487 0.74494 -0.3 0.0 0.2 0.000
N -2.28416 -0.13509 -0.11646 0.8 -0.2 -0.5 0.007
C -2.65016 -0.17242 -1.36668 -0.5 0.0 0.1 0.002
C -1.65321 -0.16920 -2.41208 0.3 0.0 -0.3 0.006
C -1.96535 -0.08945 -3.77054 -0.1 0.0 0.2 0.001
C -0.94435 -0.03182 -4.69801 0.0 0.0 -0.1 0.000
C 0.37666 -0.04404 -4.26383 0.0 0.0 0.1 0.003
C 0.67770 -0.11569 -2.90904 0.0 0.0 -0.1 0.014
C -0.32745 -0.18242 -1.95462 0.0 -0.1 0.2 0.056
H -6.74767 -0.08314 0.30988 0.0 0.0 0.0 0.000
H -6.63291 0.11599 2.77547 0.0 0.0 0.0 0.000
H -4.45565 0.26359 3.91684 0.0 0.0 0.0 0.000
H -2.34542 0.17673 2.61679 0.0 0.0 0.0 0.001
H -3.00298 -0.05472 -4.08531 0.0 0.0 -0.1 0.000
H -1.17011 0.03535 -5.75426 0.0 0.0 0.0 0.000
H 1.18071 0.00796 -4.98826 0.0 0.0 0.0 0.001
H 1.71844 -0.11267 -2.60129 0.0 0.0 0.0 0.002
C 2.90880 -1.89363 2.92398 0.0 0.2 0.0 0.004
C 2.59649 -0.48809 2.42978 -0.1 -0.2 -0.2 0.023
C 3.33169 0.61306 3.15364 0.0 0.1 0.0 0.003
C 3.27437 1.93176 2.91998 0.1 -0.1 0.1 0.002
C 2.40380 2.67965 1.99860 -0.1 0.1 -0.2 0.000
C 2.31304 4.07652 2.01292 0.1 0.0 0.1 -0.001
Br 3.44407 5.13749 3.12223 0.0 0.0 -0.1 0.000
C 1.37129 4.75299 1.25072 0.0 0.0 0.0 0.000
C 0.45378 4.06464 0.48176 -0.1 -0.1 -0.1 0.000
Br -0.87875 4.99390 -0.48187 0.1 0.0 0.1 0.000
C 0.46610 2.65706 0.42848 0.3 -0.1 0.1 0.004
O -0.41873 1.92250 -0.16242 -0.3 0.1 -0.1 0.016
C 1.53017 2.04284 1.11980 -0.2 0.2 -0.2 0.003
N 1.47431 0.62722 0.98240 -0.1 -0.4 -0.1 0.004
H 3.76117 -1.89682 3.60325 0.0 0.0 0.0 0.000
H 3.13902 -2.55436 2.08790 -0.1 0.0 0.0 0.003
H 2.05448 -2.31823 3.45361 0.0 0.0 0.0 0.001
H 4.02132 0.27837 3.92119 0.0 0.0 0.0 0.001
H 3.91416 2.55957 3.52620 0.0 0.0 0.0 0.000
H 1.33678 5.83293 1.27791 0.0 0.0 0.0 0.000
```
Forces are in eV/Å.

Its spin multiplicity is 2. Its net charge is 0. For the gap between HOMO and LUMO (spin up / spin down), the calculation gives 0.2677 / 0.2325 Ha. The HOMO energy (spin up / spin down) comes out at -0.270 / -0.271 Ha. As for the expectation value of S²: 1.205.

---

The following is a quantum chemistry calculation of C29H20Br3FeN4O3S2 as an isolated structure, from OMol25.

```
62
Properties=species:S:1:pos:R:3:forces:R:3:lowdin_spin:R:1
Fe 0.38874 -0.34295 0.63577 0.5 -0.5 0.2 1.219
Br -1.50791 -5.07846 -0.10666 0.0 0.0 0.0 0.000
C -2.51222 -3.47147 -0.22675 -0.1 0.0 -0.1 -0.001
C -3.87719 -3.54838 -0.53146 0.0 0.0 0.0 0.000
C -4.63712 -2.42058 -0.65843 0.1 0.0 0.0 -0.001
Br -6.49089 -2.59444 -1.07823 0.0 0.0 0.0 0.000
C -4.06089 -1.13564 -0.48391 -0.1 0.0 0.0 0.001
C -4.72678 0.10225 -0.59763 0.0 0.0 0.0 -0.002
C -4.03369 1.26197 -0.38609 0.0 0.0 0.0 0.001
C -2.66847 1.20038 -0.05732 0.0 0.0 0.0 0.001
N -2.02558 0.06643 0.03744 -0.2 0.1 -0.2 0.024
C -2.68977 -1.08076 -0.16839 0.2 0.0 0.0 0.001
C -1.84949 -2.25630 -0.04296 0.1 0.0 -0.1 0.001
O -0.60833 -2.12425 0.17836 -0.3 0.1 0.1 -0.004
H -4.32709 -4.52266 -0.66847 0.0 0.0 0.0 0.000
H -5.77973 0.11876 -0.84801 0.0 0.0 0.0 0.000
H -4.51947 2.22532 -0.46998 0.0 0.0 0.0 0.000
H -2.09434 2.09609 0.15012 0.0 0.0 0.0 0.000
C 0.88290 -1.44738 -2.24340 0.0 0.0 0.0 -0.001
N 1.63738 -1.21611 -1.00186 0.0 0.0 0.0 -0.012
C 2.79301 -0.37810 -1.34220 0.0 0.0 0.1 0.000
C 2.11587 -2.51195 -0.47566 0.0 0.1 0.0 0.000
C 2.13267 -2.56089 1.02464 0.0 0.0 0.0 -0.005
C 2.87093 -3.56514 1.64264 0.0 0.1 0.0 -0.004
C 2.77890 -3.76945 3.00950 0.0 0.0 0.0 0.009
C 1.91514 -2.97023 3.74168 0.0 0.0 0.1 -0.004
C 1.19168 -1.95636 3.12477 0.1 0.1 -0.1 -0.005
C 1.31116 -1.69426 1.75745 0.0 -0.1 0.0 -0.100
H 1.54638 -1.88609 -3.00469 0.0 0.0 0.0 -0.001
H 0.46840 -0.51643 -2.61643 0.0 0.0 0.0 0.000
H 0.06551 -2.13312 -2.04194 0.0 0.0 0.0 0.000
H 3.37274 -0.85701 -2.14466 0.0 0.0 0.0 0.000
H 3.42937 -0.25784 -0.46906 0.0 0.0 0.1 0.000
H 2.44892 0.60186 -1.66918 0.0 0.0 0.0 0.000
H 3.11185 -2.73129 -0.88553 0.0 0.0 0.0 0.000
H 1.44423 -3.29481 -0.83299 -0.1 0.1 0.1 0.000
H 3.51239 -4.20266 1.03907 0.0 0.0 0.0 -0.001
H 3.35839 -4.54940 3.49094 0.0 0.0 0.0 0.001
H 1.79883 -3.13190 4.80818 0.0 0.0 0.0 -0.001
H 0.50767 -1.37702 3.72674 0.0 0.0 0.0 -0.001
S -0.78808 0.51067 2.47799 -0.1 0.0 0.0 -0.054
C 0.46035 1.10876 3.52516 0.1 0.1 -0.1 0.001
C 0.14017 1.35507 4.89923 0.0 -0.1 0.0 -0.001
N -0.14035 1.53582 6.00287 0.0 0.0 0.0 0.002
C 1.70288 1.36342 3.03619 -0.1 0.0 0.1 -0.007
S 2.05541 1.10599 1.36144 0.1 0.0 -0.1 -0.063
C 2.73966 1.89258 3.86992 0.0 0.0 0.0 -0.002
N 3.58531 2.32981 4.52022 0.0 0.0 0.0 -0.002
Br 2.14648 6.27291 -0.40835 0.0 0.0 0.0 0.000
C 1.08525 5.25443 -1.62067 0.0 0.0 0.0 0.000
C 0.59551 5.87626 -2.75800 0.0 0.0 0.0 0.000
C -0.17989 5.13446 -3.63901 0.0 0.0 0.0 0.000
C -0.44872 3.79906 -3.37915 0.0 0.0 0.0 0.000
C 0.05272 3.19013 -2.23547 -0.1 0.0 0.0 0.001
C 0.82565 3.92487 -1.34094 0.0 0.0 0.0 0.000
C -0.25327 1.71146 -1.95427 0.4 0.1 -0.1 0.001
O -0.95037 1.11653 -2.78666 -0.2 0.0 0.1 -0.001
O 0.30989 1.26946 -0.91723 -0.3 0.1 0.0 0.009
H 0.81591 6.91851 -2.94630 0.0 0.0 0.0 0.000
H -0.57361 5.60803 -4.53101 0.0 0.0 0.0 0.000
H -1.04912 3.19442 -4.04640 0.0 0.0 0.0 0.000
H 1.19407 3.43761 -0.44498 0.0 0.0 0.0 0.000
```
Forces are in eV/Å.

Its spin multiplicity is 2. Its net charge is -2. For the gap between HOMO and LUMO (spin up / spin down), the calculation gives 0.2091 / 0.2045 Ha. The HOMO energy (spin up / spin down) comes out at -0.069 / -0.064 Ha. As for the expectation value of S²: 0.862.

---

The following is a quantum chemistry calculation of C29H20FN8O4OsSSe as an isolated structure, from OMol25.

```
65
Properties=species:S:1:pos:R:3:forces:R:3:lowdin_spin:R:1
Os -0.10252 -0.33869 0.43192 -0.1 -0.5 -0.3 2.981
Se -0.92998 6.60701 3.61371 0.0 0.5 0.2 0.000
N -1.22812 4.96569 4.19614 0.0 -0.1 0.0 -0.001
C -1.07975 4.17576 3.16978 0.0 -0.2 -0.2 0.000
C -1.18030 2.72154 3.25645 0.0 0.1 0.2 0.000
C -1.39639 2.04380 4.45921 0.0 0.1 0.0 0.013
C -1.40818 0.66522 4.46967 0.0 0.1 0.1 0.000
C -1.14803 -0.01096 3.29196 0.0 0.0 -0.1 0.020
N -0.93120 0.63317 2.14108 -0.1 -0.2 0.1 0.022
C -0.99781 1.98558 2.09616 0.0 -0.2 -0.1 0.007
C -0.84327 2.63876 0.79367 -0.1 -0.1 -0.1 0.006
N -0.91361 1.85224 -0.29234 0.2 0.0 0.2 0.088
C -0.65358 2.37260 -1.48053 -0.1 -0.1 0.0 0.013
C -0.28022 3.70439 -1.64390 0.0 0.0 0.0 0.005
C -0.27621 4.53095 -0.54416 0.0 0.1 0.1 0.005
C -0.61077 4.00366 0.70538 0.0 0.1 0.1 0.004
C -0.73873 4.80768 1.91807 0.0 -0.3 0.0 0.000
N -0.61152 6.10578 1.94664 0.0 -0.1 0.0 0.000
H -1.54621 2.62116 5.36368 0.0 0.0 0.0 0.001
H -1.58446 0.10663 5.37831 0.0 0.0 0.0 0.000
H -1.09350 -1.09091 3.25070 0.0 0.0 -0.1 0.001
H -0.75006 1.70886 -2.33368 0.1 0.0 0.1 0.001
H -0.01427 4.07084 -2.62601 0.0 0.0 0.0 0.001
H -0.01834 5.58071 -0.61612 -0.1 0.0 0.0 0.000
N 3.94824 3.73679 -3.50443 -0.2 -0.2 0.2 0.003
C 3.56806 2.48458 -3.08917 0.1 0.1 -0.1 0.003
C 3.98432 1.98958 -1.84760 0.1 0.0 0.0 0.000
C 3.54233 0.76353 -1.39401 0.0 -0.1 0.1 0.003
C 2.69593 0.00818 -2.19165 -0.2 0.0 -0.1 0.006
C 2.29347 0.46682 -3.44806 0.1 -0.1 0.0 0.003
C 2.73110 1.69451 -3.89479 -0.1 0.0 -0.1 0.000
S 1.91868 -1.43534 -1.59083 0.0 0.4 0.0 0.016
O 2.25961 -1.65999 -0.20526 0.1 0.1 -0.1 0.051
O 1.98807 -2.47901 -2.54604 -0.2 -0.2 -0.1 0.024
N 0.32988 -0.86646 -1.40351 0.1 -0.3 0.1 0.164
C -0.80764 -1.14173 -2.15729 0.2 0.1 0.1 0.011
N -1.89717 -0.93252 -1.41647 -0.3 0.1 0.0 0.098
C -3.06073 -1.24968 -1.97040 0.0 0.1 0.0 0.008
C -3.13033 -1.73811 -3.26440 0.1 0.0 0.0 0.020
C -1.93559 -1.81316 -3.96328 0.1 0.0 0.0 -0.005
N -0.75649 -1.50223 -3.41804 0.0 -0.1 -0.2 0.019
H 4.64799 4.23695 -2.98997 0.1 0.0 0.0 0.000
H 3.80486 4.00896 -4.45785 0.0 0.0 -0.1 0.000
H 4.65780 2.58171 -1.23755 0.0 0.0 0.0 0.000
H 3.84680 0.38537 -0.42622 -0.1 0.1 0.0 0.000
H 1.64683 -0.15403 -4.06413 0.0 0.1 0.1 0.000
H 2.44046 2.05052 -4.87874 0.0 0.0 0.1 0.000
H -3.94973 -1.09834 -1.36894 0.0 0.0 0.0 0.000
H -4.07011 -2.02493 -3.71244 0.0 0.0 0.0 0.001
H -1.91070 -2.11659 -5.00401 0.0 0.0 0.0 -0.001
O -0.66792 -3.45523 -0.69210 0.0 0.1 -0.3 0.030
C -0.69075 -3.30445 0.49657 0.0 -0.2 0.3 0.017
O -0.72815 -2.08690 1.09389 0.1 0.6 0.0 0.156
C -0.70055 -4.44291 1.46050 0.0 0.2 0.1 0.001
C -0.89087 -5.72659 0.95871 0.0 0.0 0.0 0.001
C -0.89194 -6.81120 1.82019 0.0 0.0 0.0 0.000
C -0.69775 -6.61900 3.18257 0.0 0.0 0.0 0.001
C -0.51012 -5.33987 3.68641 0.0 0.1 0.0 0.000
C -0.51376 -4.25222 2.82647 0.0 0.0 0.0 0.001
H -1.03392 -5.85256 -0.10635 0.0 0.0 0.0 0.000
H -1.04355 -7.80842 1.42742 0.0 0.0 0.0 0.000
H -0.68576 -7.46973 3.85266 0.0 0.0 0.0 0.000
H -0.36132 -5.18950 4.74839 0.0 0.0 0.0 0.000
H -0.35630 -3.25287 3.21184 0.0 -0.1 0.0 0.000
F 1.32375 0.95462 0.53213 0.1 0.1 0.1 0.202
```
Forces are in eV/Å.

Its spin multiplicity is 5. Its net charge is +1. For the gap between HOMO and LUMO (spin up / spin down), the calculation gives 0.2514 / 0.2112 Ha. The HOMO energy (spin up / spin down) comes out at -0.389 / -0.390 Ha. As for the expectation value of S²: 6.015.

---

Strongest force on any atom list, top to bottom, in eV Å⁻¹: 2.8, 0.7, 0.6